[1]
Density functional theory data (ωB97M-V with the def2-TZVPD basis set) for a molecular structure, C35H35N3O7S2Ti in a non-equilibrium geometry.

Structure (XYZ):
```
83
Properties=species:S:1:pos:R:3:mulliken_charge:R:1
Ti 1.037 -0.775 -0.710 -0.42
C 6.474 0.647 -0.635 -0.54
C 5.914 0.639 -1.906 -0.77
C 4.539 0.602 -2.063 -0.06
C 3.704 0.562 -0.949 -0.68
C 4.267 0.601 0.320 0.26
C 5.646 0.639 0.476 -0.85
N 2.292 0.485 -1.144 0.98
C 1.705 1.604 -1.833 -0.28
C 1.697 2.860 -1.224 0.02
C 1.044 3.920 -1.821 -0.65
C 0.408 3.742 -3.045 -0.56
C 0.456 2.511 -3.677 -0.86
C 1.108 1.441 -3.079 0.04
H 7.549 0.668 -0.512 0.40
H 6.553 0.662 -2.780 0.41
H 4.094 0.595 -3.051 0.40
H 3.626 0.647 1.188 0.38
H 6.073 0.674 1.470 0.44
H 2.185 2.986 -0.264 0.36
H 1.003 4.879 -1.320 0.34
H -0.122 4.568 -3.501 0.42
H -0.026 2.375 -4.637 0.43
H 1.176 0.486 -3.577 0.48
C -5.212 2.283 3.261 -1.55
C -4.379 1.265 2.556 1.05
C -3.277 0.681 3.190 -0.88
C -2.542 -0.310 2.573 -0.43
C -2.900 -0.722 1.292 0.40
C -3.953 -0.124 0.619 -0.26
C -4.680 0.863 1.256 -1.21
S -1.997 -2.086 0.676 0.93
O -1.892 -3.069 1.711 -0.74
O -0.687 -1.661 0.126 1.03
N -2.904 -2.747 -0.508 -0.34
C -3.080 -2.222 -1.875 -0.58
C -1.835 -2.265 -2.752 -0.48
C -0.859 -1.191 -2.338 0.79
O -1.251 -0.084 -1.984 -0.57
O 0.405 -1.501 -2.337 -0.73
H -4.718 3.255 3.215 0.28
H -5.326 2.035 4.317 0.39
H -6.192 2.387 2.799 0.40
H -3.012 0.996 4.191 0.38
H -1.735 -0.809 3.096 0.47
H -4.234 -0.443 -0.375 0.29
H -5.515 1.327 0.746 0.38
H -2.779 -3.754 -0.450 0.34
H -3.422 -1.192 -1.809 0.12
H -3.874 -2.812 -2.328 0.44
H -2.124 -2.065 -3.787 0.45
H -1.351 -3.240 -2.705 0.11
N 1.261 -0.388 1.512 -0.44
C 0.620 0.909 1.690 0.32
C -0.215 1.346 0.673 1.71
C -0.930 2.519 0.804 -1.40
C -0.743 3.307 1.935 -0.35
C 0.139 2.903 2.926 -0.91
C 0.809 1.690 2.817 -0.92
S -1.650 4.874 1.989 1.41
O -2.897 4.553 1.311 -0.69
O -1.796 5.146 3.410 -0.75
O -0.775 5.781 1.275 -0.70
H 2.094 -0.457 2.081 0.55
H 0.630 -1.118 1.836 0.26
H -0.343 0.759 -0.234 -0.06
H -1.603 2.867 0.032 0.72
H 0.285 3.536 3.792 0.50
H 1.482 1.362 3.603 0.48
C 2.474 -2.301 -0.614 -1.44
C 1.643 -3.532 -0.479 0.83
C 1.271 -4.018 0.776 -0.21
C 0.479 -5.147 0.905 -0.64
C 0.029 -5.817 -0.222 -0.56
C 0.403 -5.359 -1.480 -0.57
C 1.208 -4.239 -1.605 -0.39
H 3.041 -2.304 -1.544 0.58
H 3.158 -2.181 0.226 0.57
H 1.626 -3.511 1.668 0.34
H 0.207 -5.502 1.891 0.40
H -0.589 -6.701 -0.121 0.41
H 0.086 -5.891 -2.370 0.44
H 1.519 -3.901 -2.585 0.34
```

The highest occupied orbital energy is -0.290 Ha. As for the spin multiplicity: 1. The calculation puts the frontier orbital gap at 6.9 eV. Its max |F| is 0.0292 hartree/bohr. The value obtained for the total energy is -100452.7649 eV.


[2]
Density functional theory data (ωB97M-V with the def2-TZVPD basis set) for 7 unconnected molecules or ions with the total composition C35H35N7 in a non-equilibrium geometry.

Structure (XYZ):
```
77
Properties=species:S:1:pos:R:3:mulliken_charge:R:1
C 12.553 14.393 -21.812 -0.18
C 13.902 14.563 -22.200 -0.39
C 14.754 13.427 -22.257 -1.07
N 14.320 12.167 -21.853 -0.26
C 13.012 12.045 -21.502 0.14
C 12.119 13.167 -21.320 -0.49
H 11.883 15.232 -21.701 0.01
H 14.252 15.562 -22.412 0.65
H 15.770 13.731 -22.462 0.86
H 12.718 11.057 -21.178 0.15
H 11.138 13.081 -20.877 0.45
C 12.805 7.903 -20.090 -0.36
C 11.465 7.692 -20.657 -0.29
C 11.203 8.193 -21.956 -0.29
N 12.145 8.811 -22.706 -0.62
C 13.392 9.037 -22.144 -0.57
C 13.753 8.559 -20.902 0.14
H 13.024 7.541 -19.097 0.42
H 10.720 7.119 -20.124 0.39
H 10.190 8.033 -22.297 0.39
H 14.121 9.548 -22.756 0.57
H 14.729 8.835 -20.531 0.22
C 16.285 14.313 -26.436 -0.56
C 16.180 13.684 -25.214 -0.02
C 17.324 13.155 -24.629 -0.50
N 18.526 12.974 -25.250 -0.55
C 18.703 13.719 -26.373 -0.34
C 17.615 14.267 -27.059 -0.15
H 15.514 14.908 -26.903 0.40
H 15.259 13.500 -24.680 0.52
H 17.329 12.744 -23.631 0.52
H 19.655 13.817 -26.873 0.35
H 17.894 14.797 -27.958 0.35
C 11.685 12.076 -17.613 -0.33
C 10.842 13.151 -17.177 -0.43
C 9.614 13.280 -17.730 -0.46
N 9.148 12.483 -18.729 -0.56
C 9.890 11.456 -19.113 -0.36
C 11.232 11.270 -18.669 0.02
H 12.645 11.945 -17.136 0.58
H 11.185 13.733 -16.335 0.44
H 8.850 13.986 -17.441 0.42
H 9.433 10.682 -19.711 0.41
H 11.712 10.363 -19.003 0.26
C 15.807 11.214 -18.789 0.44
C 15.650 12.252 -17.860 -0.51
C 16.219 12.023 -16.642 -0.34
N 16.815 10.883 -16.292 -0.57
C 17.021 9.910 -17.255 -0.40
C 16.546 10.040 -18.563 -0.73
H 15.447 11.411 -19.788 0.36
H 15.159 13.175 -18.134 0.51
H 15.981 12.688 -15.824 0.37
H 17.333 8.977 -16.808 0.38
H 16.699 9.318 -19.352 0.46
C 18.480 17.145 -22.735 -0.43
C 18.073 18.195 -21.891 -0.38
C 16.791 18.670 -22.048 -0.30
N 15.924 18.225 -23.010 -0.57
C 16.301 17.254 -23.853 -0.28
C 17.612 16.669 -23.757 0.09
H 19.458 16.687 -22.732 0.39
H 18.803 18.429 -21.131 0.36
H 16.485 19.406 -21.319 0.35
H 15.612 16.862 -24.586 0.48
H 18.002 15.945 -24.457 0.33
C 9.329 18.017 -21.238 -0.45
C 9.870 16.737 -21.256 -0.54
C 9.908 16.010 -20.094 0.73
N 9.405 16.502 -18.928 -0.36
C 8.781 17.658 -18.975 -0.26
C 8.858 18.554 -20.013 -0.35
H 9.375 18.621 -22.132 0.39
H 10.232 16.357 -22.201 0.43
H 10.473 15.103 -20.250 -0.17
H 8.359 18.106 -18.087 0.34
H 8.548 19.585 -19.928 0.36
```

The highest occupied orbital energy is -0.349 Ha. As for the spin multiplicity: 1. The calculation puts the frontier orbital gap at 10.0 eV. Its max |F| is 0.0638 hartree/bohr. The value obtained for the total energy is -47289.1133 eV.